No. 1
This record from the OMol25 dataset describes a cluster of 8 separate species, C22H35BF4N9O2 in total in a non-equilibrium geometry. The level of theory is the ωB97M-V functional and the def2-TZVPD basis.

```
73
Properties=species:S:1:pos:R:3:lowdin_charge:R:1
B 16.66 24.03 1.03 -1.278
F 16.02 22.91 1.52 0.154
F 15.79 25.15 1.14 0.080
F 17.82 24.32 1.77 0.119
F 17.05 23.84 -0.31 0.091
C 15.48 25.00 4.89 -0.678
O 15.16 25.25 6.05 -0.008
N 15.02 25.69 3.79 0.165
N 16.14 23.87 4.54 0.169
H 14.33 26.40 3.88 0.095
H 15.45 25.45 2.89 0.058
H 16.64 23.42 5.30 0.100
H 16.51 23.75 3.62 0.062
C 18.38 24.22 -3.88 -0.678
O 18.36 24.24 -5.11 -0.010
N 17.22 24.22 -3.17 0.165
N 19.54 24.22 -3.16 0.172
H 16.41 24.22 -3.77 0.099
H 17.17 24.38 -2.18 0.056
H 20.32 24.45 -3.76 0.108
H 19.64 24.65 -2.25 0.058
C 13.55 21.06 3.41 -0.100
C 12.88 22.36 3.89 -0.242
C 11.63 22.05 4.73 -0.200
C 11.75 21.12 5.85 -0.237
N 11.89 20.38 6.72 0.132
H 13.83 20.52 4.31 0.065
H 14.45 21.31 2.85 0.054
H 12.84 20.48 2.82 0.075
H 12.62 22.94 3.00 0.109
H 13.55 22.93 4.54 0.091
H 10.80 21.78 4.08 0.113
H 11.34 23.01 5.18 0.114
N 15.17 27.00 -0.95 0.015
C 14.66 28.07 -0.27 -0.142
C 14.46 29.08 -1.16 -0.121
C 14.80 28.58 -2.45 -0.115
C 15.27 27.29 -2.29 -0.141
H 15.25 26.06 -0.59 0.113
H 14.42 28.00 0.77 0.107
H 14.23 30.10 -0.93 0.086
H 14.87 29.11 -3.39 0.084
H 15.70 26.56 -2.96 0.088
N 19.54 20.36 4.02 0.014
C 19.38 19.96 5.33 -0.146
C 18.09 20.23 5.69 -0.120
C 17.41 20.69 4.55 -0.123
C 18.32 20.75 3.52 -0.118
H 20.45 20.37 3.58 0.133
H 20.16 19.51 5.92 0.098
H 17.58 20.11 6.64 0.091
H 16.41 21.09 4.50 0.072
H 18.25 21.08 2.50 0.100
N 19.78 22.43 0.24 0.047
C 20.81 22.40 1.14 -0.194
C 21.91 21.77 0.62 -0.105
C 21.53 21.37 -0.71 -0.107
C 20.24 21.78 -0.88 -0.148
H 18.91 22.91 0.37 0.099
H 20.68 22.86 2.11 0.109
H 22.85 21.59 1.12 0.080
H 22.08 20.74 -1.39 0.082
H 19.58 21.81 -1.74 0.100
N 18.83 26.09 -0.41 0.034
C 18.92 26.95 -1.48 -0.143
C 20.25 27.20 -1.70 -0.130
C 21.01 26.50 -0.71 -0.101
C 20.09 25.80 0.04 -0.139
H 17.95 25.67 -0.17 0.097
H 18.04 27.26 -2.01 0.097
H 20.66 27.69 -2.57 0.089
H 22.08 26.55 -0.62 0.087
H 20.28 25.17 0.90 0.094
```

Output
net charge: -1
E_LUMO: 2.57 eV
strongest force on any atom: 1.8 eV/A

No. 2
This record from the OMol25 dataset describes a cluster of 3 separate species, C4H15NO2 in total in a non-equilibrium geometry. The level of theory is the ωB97M-V functional and the def2-TZVPD basis.

```
22
Properties=species:S:1:pos:R:3:lowdin_charge:R:1
C 0.46 -1.85 -2.10 -0.108
C 0.26 -1.94 -0.58 -0.202
C -0.12 -0.52 -0.02 -0.444
C -1.17 -0.66 1.08 -0.072
N 1.06 0.21 0.48 0.031
H 1.37 -1.26 -2.25 0.074
H -0.41 -1.53 -2.66 0.071
H 0.65 -2.84 -2.51 0.066
H -0.59 -2.56 -0.32 0.093
H 1.18 -2.25 -0.09 0.101
H -0.55 0.08 -0.83 0.116
H -1.60 0.34 1.26 0.065
H -0.78 -0.93 2.06 0.085
H -2.00 -1.28 0.75 0.075
H 0.85 0.75 1.29 0.042
H 1.83 -0.42 0.67 0.069
O -0.44 2.60 2.07 -0.053
H -0.52 2.64 1.11 -0.010
H -0.79 3.42 2.38 0.024
O 0.10 2.76 -0.75 -0.043
H 0.78 3.37 -0.47 0.048
H 0.41 1.88 -0.57 -0.028
```

Output
relative energy (zero: lowest compared OMol25 entry of this formula, charge and spin): 15.28 kcal per mole
E_LUMO: 0.89 eV
strongest force on any atom: 2.2 eV/A

No. 3
This record from the OMol25 dataset describes a structure of composition C50H68IrN3P3 in a non-equilibrium geometry. The level of theory is the ωB97M-V functional and the def2-TZVPD basis.

```
125
Properties=species:S:1:pos:R:3:lowdin_charge:R:1
Ir -0.64 -0.69 1.01 1.039
C -3.73 2.29 -1.65 -0.088
C -2.57 1.86 -0.74 -0.525
C -2.60 2.79 0.48 -0.099
P -2.50 0.07 -0.27 1.027
C -4.22 -0.37 0.23 -0.485
C -4.61 0.13 1.63 -0.074
C -4.51 -1.87 0.08 -0.076
C -2.22 -0.96 -1.73 -0.315
C -2.88 -0.81 -2.95 -0.091
C -2.67 -1.69 -4.00 -0.081
C -1.76 -2.72 -3.82 -0.058
C -1.11 -2.90 -2.62 -0.037
C -1.37 -2.06 -1.53 -0.312
N -0.77 -2.23 -0.26 -0.154
C -0.29 -3.50 0.14 -0.312
C -0.88 -4.69 -0.28 -0.033
C -0.34 -5.91 0.07 -0.044
C 0.80 -5.98 0.86 -0.059
C 1.34 -4.81 1.37 -0.083
C 0.77 -3.57 1.05 -0.293
P 1.22 -2.03 1.87 1.047
C 3.02 -1.71 1.60 -0.513
C 3.35 -1.68 0.11 -0.099
C 3.98 -2.66 2.32 -0.079
C 1.02 -2.25 3.71 -0.496
C 1.38 -3.60 4.33 -0.079
C 1.68 -1.07 4.43 -0.092
H -3.59 3.34 -1.90 0.087
H -4.69 2.22 -1.13 0.085
H -3.80 1.75 -2.58 0.058
H -1.64 1.99 -1.29 0.012
H -3.62 2.94 0.82 0.082
H -2.21 3.78 0.20 0.089
H -2.03 2.43 1.33 0.044
H -4.82 0.16 -0.51 0.103
H -4.28 1.15 1.83 0.063
H -4.21 -0.52 2.40 0.057
H -5.70 0.11 1.72 0.096
H -3.80 -2.48 0.63 0.054
H -4.49 -2.18 -0.97 0.079
H -5.50 -2.08 0.47 0.096
H -3.59 -0.01 -3.09 0.090
H -3.19 -1.56 -4.93 0.116
H -1.54 -3.40 -4.64 0.119
H -0.40 -3.71 -2.52 0.117
H -1.77 -4.66 -0.91 0.120
H -0.81 -6.82 -0.28 0.119
H 1.24 -6.93 1.12 0.115
H 2.17 -4.86 2.05 0.093
H 3.18 -0.71 2.01 0.069
H 2.94 -2.55 -0.41 0.091
H 4.43 -1.68 -0.03 0.098
H 2.95 -0.79 -0.36 0.022
H 3.97 -3.66 1.89 0.084
H 3.80 -2.73 3.39 0.054
H 4.99 -2.27 2.19 0.094
H -0.05 -2.15 3.84 0.066
H 2.43 -3.88 4.23 0.066
H 0.77 -4.40 3.91 0.076
H 1.16 -3.54 5.40 0.094
H 2.77 -1.12 4.41 0.075
H 1.37 -1.06 5.47 0.095
H 1.38 -0.11 4.00 0.049
C 1.34 4.77 1.83 -0.034
C 1.33 3.95 0.77 -0.044
C 0.79 2.56 0.82 -0.168
C 0.27 2.15 2.16 -0.214
C 0.36 3.05 3.24 -0.008
C 0.86 4.31 3.10 -0.008
N -0.41 0.96 2.31 -0.131
N -1.03 0.87 3.45 0.096
C -1.72 -0.29 3.60 -0.321
C -2.41 -0.54 4.80 0.008
C -3.06 -1.74 4.95 -0.050
C -3.00 -2.69 3.93 -0.033
C -2.33 -2.45 2.74 -0.106
C -1.70 -1.23 2.55 -0.325
H 1.74 5.78 1.73 0.124
H 1.75 4.27 -0.17 0.105
H -0.02 2.45 0.08 0.094
H -0.02 2.73 4.20 0.115
H 0.90 4.97 3.95 0.122
H -2.40 0.21 5.58 0.126
H -3.59 -1.96 5.87 0.117
H -3.49 -3.65 4.07 0.122
H -2.28 -3.22 1.98 0.099
C 1.80 4.36 -3.37 -0.078
C 0.56 3.48 -3.19 -0.668
C -0.12 3.30 -4.55 -0.087
C -0.44 4.22 -2.28 -0.093
P 0.79 1.76 -2.42 1.211
C 2.22 1.95 -1.22 -0.247
C 3.47 2.42 -1.52 -0.051
C 4.48 2.47 -0.55 0.061
C 4.29 2.05 0.77 -0.003
C 3.06 1.59 1.12 0.001
C 1.94 1.57 0.18 -0.258
C 1.49 0.57 -3.71 -0.678
C 1.94 -0.66 -2.92 -0.100
C 2.65 1.05 -4.57 -0.066
C 0.32 0.14 -4.60 -0.089
H 1.49 5.28 -3.88 0.100
H 2.56 3.90 -4.00 0.073
H 2.25 4.66 -2.43 0.071
H -0.49 4.28 -4.88 0.101
H -0.98 2.63 -4.49 0.084
H 0.56 2.93 -5.31 0.072
H -0.62 5.22 -2.69 0.104
H -0.09 4.34 -1.26 0.055
H -1.40 3.70 -2.26 0.053
H 3.72 2.74 -2.52 0.098
H 5.46 2.86 -0.84 0.136
H 5.10 2.11 1.49 0.131
H 2.84 1.32 2.15 0.130
H 1.42 0.59 0.22 0.103
H 2.74 -0.42 -2.25 0.048
H 2.32 -1.41 -3.62 0.107
H 1.12 -1.11 -2.36 0.068
H 3.56 1.21 -4.00 0.072
H 2.41 1.96 -5.12 0.068
H 2.88 0.28 -5.31 0.101
H -0.59 -0.04 -4.03 0.051
H 0.59 -0.81 -5.09 0.099
H 0.10 0.85 -5.39 0.072
```

Output
net charge: +2
spin multiplicity: 2
E_LUMO (alpha / beta): -7.61 / -7.43 eV
strongest force on any atom: 1.1 eV/A

No. 4
This record from the OMol25 dataset describes a structure of composition C41H36BiCl2N12O6SSe. The level of theory is the ωB97M-V functional and the def2-TZVPD basis.

```
100
Properties=species:S:1:pos:R:3:lowdin_charge:R:1
Bi -0.16 1.32 0.30 1.744
N -1.05 2.37 -3.99 0.055
C -1.13 2.40 -2.60 -0.885
S 0.23 3.07 -1.71 0.501
N -2.24 2.02 -2.07 -0.007
N -2.19 1.95 -0.70 -0.174
C -3.29 2.14 0.05 -0.231
C -4.64 2.25 -0.55 -0.159
C -5.52 3.27 -0.18 -0.052
C -6.76 3.40 -0.80 -0.108
C -7.13 2.52 -1.80 -0.124
C -6.26 1.51 -2.18 -0.094
C -5.02 1.37 -1.56 -0.029
C -3.02 2.36 1.42 -0.248
C -4.02 2.48 2.42 -0.046
C -3.67 2.80 3.70 -0.095
C -2.31 2.99 4.03 -0.086
C -1.38 2.76 3.05 -0.161
N -1.70 2.44 1.79 -0.041
H -0.11 2.45 -4.34 0.049
H -1.59 1.64 -4.41 0.080
H -5.22 3.99 0.57 0.110
H -7.43 4.20 -0.50 0.090
H -8.10 2.63 -2.29 0.085
H -6.54 0.82 -2.98 0.094
H -4.34 0.58 -1.86 0.098
H -5.06 2.29 2.16 0.101
H -4.43 2.89 4.47 0.093
H -2.00 3.28 5.03 0.089
H -0.31 2.82 3.26 0.092
Cl 1.02 0.32 5.78 0.664
C -0.32 -0.39 4.93 -0.579
C -1.27 -1.10 5.67 -0.160
C -2.36 -1.66 5.06 -0.625
Cl -3.53 -2.53 6.04 0.603
C -2.55 -1.52 3.67 -0.184
C -3.64 -2.07 2.96 -0.043
C -3.77 -1.84 1.62 -0.045
C -2.82 -1.04 0.97 -0.118
N -1.78 -0.53 1.59 0.067
C -1.61 -0.76 2.92 -0.132
C -0.41 -0.19 3.53 -0.441
O 0.44 0.44 2.85 -0.199
H -1.14 -1.19 6.74 0.093
H -4.36 -2.68 3.49 0.078
H -4.59 -2.25 1.05 0.101
H -2.90 -0.82 -0.10 0.085
C 2.69 0.90 -2.85 -0.193
N 3.11 1.22 -1.48 -0.084
C 3.74 0.03 -0.90 -0.167
N 4.91 -0.42 -1.69 -0.084
C 4.45 -0.70 -3.05 -0.185
N 3.83 0.47 -3.69 -0.088
C 4.81 1.56 -3.70 -0.199
N 5.28 1.91 -2.35 -0.090
C 4.10 2.30 -1.54 -0.179
C 5.86 0.70 -1.75 -0.190
H 2.25 1.79 -3.29 0.077
H 1.94 0.11 -2.81 0.105
H 3.01 -0.77 -0.83 0.099
H 4.09 0.28 0.11 0.106
H 3.71 -1.51 -3.02 0.113
H 5.30 -1.02 -3.66 0.114
H 4.35 2.44 -4.15 0.117
H 5.67 1.26 -4.31 0.112
H 3.64 3.18 -1.98 0.119
H 4.44 2.54 -0.53 0.063
H 6.19 0.94 -0.74 0.121
H 6.73 0.39 -2.34 0.113
O 1.60 -1.68 0.93 -0.124
N 2.13 -1.81 2.09 -0.212
C 2.88 -0.81 2.62 -0.034
C 3.51 -0.96 3.83 -0.074
C 3.37 -2.14 4.55 -0.102
C 2.57 -3.14 4.02 -0.071
C 1.96 -2.95 2.80 -0.020
H 2.92 0.09 2.04 0.089
H 4.08 -0.13 4.21 0.103
H 3.86 -2.26 5.51 0.098
H 2.40 -4.07 4.55 0.100
H 1.31 -3.68 2.33 0.131
O -2.15 -1.18 -2.25 -0.008
C -0.92 -1.16 -2.17 -0.623
O -0.14 -0.27 -1.71 -0.215
C -0.18 -2.39 -2.71 -0.098
C -0.70 -3.10 -3.79 -0.009
C -0.05 -4.21 -4.28 -0.008
C 1.12 -4.63 -3.67 -0.161
C 1.65 -3.95 -2.57 0.007
C 0.99 -2.82 -2.10 -0.001
N 1.80 -5.83 -4.16 -0.371
O 1.33 -6.41 -5.11 0.047
O 2.81 -6.20 -3.60 0.057
H -1.63 -2.75 -4.23 0.115
H -0.43 -4.78 -5.12 0.108
H 2.55 -4.31 -2.11 0.117
H 1.37 -2.28 -1.24 0.084
Se 4.08 3.03 2.37 0.429
C 2.42 3.01 1.73 -0.948
N 1.33 2.97 1.31 -0.116
```

Output
net charge: -2
relative energy (zero: lowest compared OMol25 entry of this formula, charge and spin): 9.51 kcal per mole
spin multiplicity: 2
E_LUMO (alpha / beta): 3.39 / 3.39 eV
strongest force on any atom: 0.9 eV/A

No. 5
This record from the OMol25 dataset describes the molecule C26H37N5O5 in a non-equilibrium geometry. The level of theory is the ωB97M-V functional and the def2-TZVPD basis.

```
73
Properties=species:S:1:pos:R:3:lowdin_charge:R:1
C -6.37 -1.48 -0.42 0.002
C -5.02 -0.94 -0.69 -0.318
C -4.59 0.30 -1.06 0.048
C -3.18 0.14 -1.16 -0.295
N -2.22 1.08 -1.48 0.181
C -2.38 2.44 -1.41 -0.461
O -3.46 2.97 -1.27 0.088
C -1.07 3.19 -1.50 -0.070
C -0.20 2.90 -0.26 -0.068
C 0.49 1.56 -0.42 -0.446
O 1.22 1.41 -1.40 0.024
N 0.25 0.57 0.48 0.062
C -0.22 0.89 1.83 -0.049
C -1.70 0.77 2.00 -0.242
C -2.50 -0.18 2.56 -0.016
C -3.83 0.28 2.44 -0.051
C -3.75 1.48 1.81 -0.116
O -2.48 1.79 1.54 0.020
C 0.78 -0.81 0.27 -0.288
C 2.25 -0.72 0.77 -0.423
O 2.55 -1.04 1.90 0.073
N 3.11 -0.22 -0.13 0.128
C 4.49 0.08 0.20 -0.310
C 4.67 1.59 0.42 -0.146
C 6.13 1.91 0.73 -0.201
C 7.04 1.42 -0.39 -0.211
C 6.86 -0.08 -0.60 -0.201
C 5.41 -0.40 -0.92 -0.150
C 0.02 -1.85 1.10 -0.103
C 0.56 -3.25 0.84 -0.177
N 0.45 -3.62 -0.55 -0.221
C 0.88 -4.98 -0.78 -0.101
C 1.19 -2.68 -1.36 -0.182
C 0.61 -1.28 -1.18 -0.099
N -2.83 -1.09 -0.87 0.121
O -3.97 -1.77 -0.58 0.015
H -6.64 -2.21 -1.19 0.089
H -7.10 -0.68 -0.42 0.087
H -6.38 -1.99 0.54 0.087
H -5.15 1.19 -1.24 0.111
H -1.29 0.70 -1.57 0.125
H -0.52 2.89 -2.40 0.124
H -1.30 4.25 -1.56 0.125
H -0.83 2.99 0.62 0.098
H 0.59 3.66 -0.22 0.133
H 0.28 0.23 2.53 0.130
H 0.08 1.91 2.07 0.139
H -2.18 -1.10 3.02 0.112
H -4.72 -0.22 2.78 0.104
H -4.50 2.18 1.50 0.129
H 2.74 0.21 -0.96 0.118
H 4.72 -0.45 1.13 0.153
H 4.03 1.91 1.24 0.118
H 4.36 2.12 -0.49 0.121
H 6.24 2.99 0.87 0.108
H 6.41 1.43 1.67 0.116
H 8.08 1.65 -0.14 0.107
H 6.79 1.95 -1.31 0.113
H 7.51 -0.42 -1.41 0.108
H 7.16 -0.61 0.31 0.115
H 5.28 -1.48 -1.05 0.115
H 5.12 0.09 -1.85 0.121
H -1.03 -1.81 0.81 0.105
H 0.13 -1.67 2.16 0.107
H -0.03 -3.96 1.43 0.126
H 1.61 -3.30 1.20 0.127
H 1.93 -5.16 -0.51 0.088
H 0.74 -5.23 -1.83 0.082
H 0.26 -5.65 -0.19 0.083
H 1.09 -2.97 -2.41 0.126
H 2.27 -2.67 -1.11 0.126
H -0.46 -1.34 -1.38 0.102
H 1.07 -0.61 -1.91 0.105
```

Output
relative energy (zero: lowest compared OMol25 entry of this formula, charge and spin): 60.35 kcal per mole
E_LUMO: 0.74 eV
strongest force on any atom: 1.2 eV/A